*i*
The following is a quantum chemistry calculation of an isolated molecule of C4H9NS, from OMol25.

Summary:
Kohn-Sham gap in eV: 9.59
HOMO level in eV: -8.6154
Lowest unoccupied orbital energy in eV: 0.97
SMILES: C[C@]1(CN)CS1

The geometry in ORCA input format:
```
! wB97M-V def2-TZVPD RIJCOSX def2/J DEFGRID3
* xyz 0 1
C 1.00026 -1.27058 0.08971
C -0.15754 -0.36788 0.46099
C -0.86094 0.08131 -0.85516
N 0.06890 1.01596 -1.44145
C -0.12888 0.58284 1.60666
S -1.15147 -0.85678 1.90755
H 1.38146 -1.79230 1.01988
H 1.78303 -0.56604 -0.19094
H 0.78149 -1.91858 -0.73404
H -1.03455 -0.74753 -1.55829
H -1.84374 0.43424 -0.55950
H -0.01735 1.27754 -2.41017
H 0.04019 1.92660 -1.01105
H 0.79959 0.66482 2.14237
H -0.66046 1.53639 1.53343
*
```



*ii*
The following is a quantum chemistry calculation of an isolated molecule of C4H9NS, from OMol25.

Summary:
Kohn-Sham gap in eV: 9.28
HOMO level in eV: -8.3951
Lowest unoccupied orbital energy in eV: 0.88
SMILES: C=NSCCC

The geometry in ORCA input format:
```
! wB97M-V def2-TZVPD RIJCOSX def2/J DEFGRID3
* xyz 0 1
C -0.93655 -2.19905 -0.53080
N -1.05794 -0.92148 -0.34038
S -0.07826 0.10316 -1.29928
C 0.16013 1.43350 -0.05711
C 0.23402 1.10021 1.41095
C 1.40867 0.24491 1.80176
H -0.22594 -2.69587 -1.14358
H -1.63027 -2.84846 0.01341
H -0.63491 2.28988 -0.31240
H 1.10452 1.93188 -0.31478
H -0.72331 0.72392 1.68094
H 0.40787 2.00168 1.95438
H 1.36671 -0.75737 1.29429
H 2.35136 0.61489 1.34943
H 1.44410 0.06176 2.90070
*
```



Which one sits at the top of the stability order? *i* does.



*i*
The following is a quantum chemistry calculation of the ion C4H13N3O with charge +1, from OMol25.

Summary:
Kohn-Sham gap (alpha / beta) in eV: 10.46 / 5.07
HOMO level (alpha / beta) in eV: -13.4415 / -13.4166
Lowest unoccupied orbital energy (alpha / beta) in eV: -2.98 / -8.35

The geometry in ORCA input format:
```
! wB97M-V def2-TZVPD RIJCOSX def2/J DEFGRID3
* xyz 1 2
C 1.39369 0.21809 0.91258
N 2.43492 -0.79505 1.07857
C 0.38524 0.22322 -0.36530
C 0.71597 -0.55538 -1.57333
O 1.80252 -0.06330 -2.30348
N -0.99083 -0.33427 0.20951
C -2.14567 0.72175 -0.00037
N -3.26347 0.68358 0.95562
H 0.79017 0.20063 1.90971
H 1.97422 1.22835 0.95386
H 2.24282 -1.79610 0.94798
H 3.33611 -0.58346 0.75664
H 0.15670 1.39672 -0.56991
H 0.96530 -1.68077 -1.36661
H -0.07264 -0.68274 -2.23739
H 2.63041 -0.16582 -1.70975
H -0.94819 -0.50748 1.22805
H -1.72742 1.67314 0.02754
H -2.44177 0.48448 -1.06287
H -4.13816 0.42506 0.54457
H -3.09991 -0.09066 1.66437
*
```



*ii*
The following is a quantum chemistry calculation of the ion C4H13N3O with charge +1, from OMol25.

Summary:
Kohn-Sham gap (alpha / beta) in eV: 10.31 / 4.13
HOMO level (alpha / beta) in eV: -13.2335 / -13.1192
Lowest unoccupied orbital energy (alpha / beta) in eV: -2.92 / -8.99

The geometry in ORCA input format:
```
! wB97M-V def2-TZVPD RIJCOSX def2/J DEFGRID3
* xyz 1 2
C 0.41173 -1.37614 1.05414
N -0.86504 -1.88910 1.58453
C 0.21505 -0.41108 -0.24912
C -0.88987 -0.70804 -1.23922
O -1.00245 -2.01332 -1.74592
N -0.13982 0.98133 0.07919
C 0.99547 1.77463 -0.42666
N 1.05615 3.09377 0.25361
H 0.72804 -0.76269 1.85409
H 1.20946 -2.04931 0.93745
H -1.64705 -1.55342 1.09123
H -1.03512 -2.87995 1.61108
H 1.20246 -0.56937 -0.77758
H -1.85600 -0.38942 -0.79019
H -0.55147 -0.16676 -2.20515
H -1.69632 -2.54206 -1.32934
H -0.14052 1.08069 1.14018
H 2.01134 1.42784 -0.17830
H 0.88420 2.00949 -1.50704
H 0.58384 3.80259 -0.27536
H 0.52592 3.14031 1.11838
*
```



Which one sits at the top of the stability order? *i* does.



*i*
The following is a quantum chemistry calculation of an isolated molecule of FH3N2, from OMol25.

Summary:
Kohn-Sham gap in eV: 11.44
HOMO level in eV: -10.3132
Lowest unoccupied orbital energy in eV: 1.13
SMILES: NNF

The geometry in ORCA input format:
```
! wB97M-V def2-TZVPD RIJCOSX def2/J DEFGRID3
* xyz 0 1
N -0.53000 0.29451 0.40128
N -0.03359 -0.36873 -0.63375
F 1.27968 -1.04661 -0.28964
H -1.01045 -0.30313 1.06357
H 0.03230 1.01619 0.85103
H 0.26207 0.40776 -1.39249
*
```



*ii*
The following is a quantum chemistry calculation of an isolated molecule of FH3N2, from OMol25.

Summary:
Kohn-Sham gap in eV: 11.49
HOMO level in eV: -10.2777
Lowest unoccupied orbital energy in eV: 1.21
SMILES: NNF

The geometry in ORCA input format:
```
! wB97M-V def2-TZVPD RIJCOSX def2/J DEFGRID3
* xyz 0 1
N 0.40178 -0.21689 -0.66399
N -0.74984 -0.12490 0.08311
F -0.51561 1.02395 1.15243
H 0.72240 0.66795 -1.15619
H 1.18650 -0.45369 -0.12747
H -1.04523 -0.89643 0.71210
*
```



Which one sits at the top of the stability order? *i* does.



*i*
The following is a quantum chemistry calculation of a cluster of 2 separate species, C2H6O2S2 in total, from OMol25.

Summary:
Kohn-Sham gap in eV: 9.41
HOMO level in eV: -9.1545
Lowest unoccupied orbital energy in eV: 0.26
SMILES: O=CO.CSS

The geometry in ORCA input format:
```
! wB97M-V def2-TZVPD RIJCOSX def2/J DEFGRID3
* xyz 0 1
O 1.76044 2.72805 -1.57845
C 1.42421 2.25783 -0.53266
O 0.14984 1.66861 -0.54872
H 2.03541 1.99281 0.39606
H -0.09396 0.68582 -0.31076
C -1.24843 -1.01535 -0.44225
S 0.48052 -1.38561 0.10625
S -0.01038 -1.32919 2.03029
H -1.19894 -0.52578 -1.44840
H -1.74261 -2.12820 -0.49000
H -1.93545 -0.39490 0.24498
H 0.37934 -2.55410 2.57365
*
```



*ii*
The following is a quantum chemistry calculation of a cluster of 2 separate species, C2H6O2S2 in total, from OMol25.

Summary:
Kohn-Sham gap in eV: 8.51
HOMO level in eV: -8.2989
Lowest unoccupied orbital energy in eV: 0.21
SMILES: O=CO.CSS

The geometry in ORCA input format:
```
! wB97M-V def2-TZVPD RIJCOSX def2/J DEFGRID3
* xyz 0 1
O 2.12318 0.17043 -0.35837
C 1.83768 -0.37458 -1.38078
O 1.51135 -1.66471 -1.48953
H 1.87423 0.11158 -2.35975
H 1.27170 -1.91307 -0.59678
C -1.27539 -0.00644 1.80128
S -1.52575 -0.02577 0.02991
S -0.87986 1.93502 -0.50012
H -2.22130 -0.29373 2.26577
H -0.52678 -0.60086 2.32702
H -1.15645 1.04878 2.06490
H -1.03260 1.61335 -1.80355
*
```



Which one sits at the top of the stability order? *ii* does.



*i*
The following is a quantum chemistry calculation of a cluster of 2 separate species, C2H3NO2 in total, from OMol25.

Summary:
Kohn-Sham gap in eV: 9.42
HOMO level in eV: -9.9217
Lowest unoccupied orbital energy in eV: -0.50

The geometry in ORCA input format:
```
! wB97M-V def2-TZVPD RIJCOSX def2/J DEFGRID3
* xyz 0 1
C -0.23763 -0.40348 0.30019
C 0.15763 -1.16966 -0.79248
N 1.06775 -0.38873 0.86946
O -0.63729 -1.66431 0.35333
O 1.49088 -0.99003 -0.43906
H -1.20000 1.12231 0.97695
H -0.38206 -1.24426 -1.69648
H 1.45203 0.54017 0.78954
*
```



*ii*
The following is a quantum chemistry calculation of a cluster of 2 separate species, C2H3NO2 in total, from OMol25.

Summary:
Kohn-Sham gap in eV: 10.69
HOMO level in eV: -10.1907
Lowest unoccupied orbital energy in eV: 0.50

The geometry in ORCA input format:
```
! wB97M-V def2-TZVPD RIJCOSX def2/J DEFGRID3
* xyz 0 1
C 0.19772 -1.99634 1.20919
C -0.10276 0.24295 -0.45470
N 0.13270 0.21846 0.77039
O 0.21544 -2.36066 0.14338
O -0.23590 1.32400 -1.30117
H -0.25200 -0.79024 -0.83855
H 0.20177 1.15910 1.25526
H -0.15696 2.20273 -0.78381
*
```



Which one sits at the top of the stability order? *ii* does.



*i*
The following is a quantum chemistry calculation of an isolated molecule of C2H3NO2, from OMol25.

Summary:
Kohn-Sham gap in eV: 10.74
HOMO level in eV: -10.2450
Lowest unoccupied orbital energy in eV: 0.50
SMILES: O=CNC=O

The geometry in ORCA input format:
```
! wB97M-V def2-TZVPD RIJCOSX def2/J DEFGRID3
* xyz 0 1
O 1.36067 1.45929 -0.06460
C 0.20388 1.23016 0.01669
N -0.40021 -0.01973 -0.08671
C 0.19312 -1.29446 -0.07561
O 1.35000 -1.65580 0.00234
H -0.63328 2.13094 0.05218
H -1.35536 0.06919 0.15101
H -0.71883 -1.91957 0.00471
*
```



*ii*
The following is a quantum chemistry calculation of an isolated molecule of C2H3NO2, from OMol25.

Summary:
Kohn-Sham gap in eV: 9.86
HOMO level in eV: -9.0375
Lowest unoccupied orbital energy in eV: 0.82
SMILES: [O-][N+]1=CCO1

The geometry in ORCA input format:
```
! wB97M-V def2-TZVPD RIJCOSX def2/J DEFGRID3
* xyz 0 1
O -2.25894 -0.43835 0.04248
N -1.08694 -0.13234 0.03048
C 0.15323 -0.77590 0.11185
C 0.76907 0.56764 -0.02943
O -0.51157 1.15655 0.05620
H 0.41031 -1.82236 -0.15173
H 1.33233 0.77682 0.87624
H 1.19250 0.66793 -0.93608
*
```



*iii*
The following is a quantum chemistry calculation of an isolated molecule of C2H3NO2, from OMol25.

Summary:
Kohn-Sham gap in eV: 11.54
HOMO level in eV: -10.5527
Lowest unoccupied orbital energy in eV: 0.99
SMILES: C=NOC=O

The geometry in ORCA input format:
```
! wB97M-V def2-TZVPD RIJCOSX def2/J DEFGRID3
* xyz 0 1
C -1.25419 0.80168 -1.41360
N -0.48929 0.67164 -0.46115
O 0.19706 -0.56949 -0.41694
C 0.87871 -0.75506 0.71651
O 0.73357 -0.06737 1.71099
H -1.86900 1.74226 -1.41432
H -1.40558 0.02140 -2.23463
H 1.50751 -1.64997 0.70729
*
```



Which one sits at the top of the stability order? *i* does.